Computed, not measured: a molecular structure, C26H43I2N7O5SYb at a distorted geometry, with ωB97M-V/def2-TZVPD.

## Properties
2S+1 = 2
LUMO level (spin up / spin down) = -3.10 / -5.82 eV
total charge = +1
HOMO energy (spin up / spin down) = -8.6 / -8.6 eV
⟨S²⟩ = 0.761

Each line ends with the Löwdin charge.
Element x y z (Å)
I1 1.5298 -6.6077 0.5340  0.80
H1 -1.2586 2.3607 -4.9616  0.12
H2 4.4658 -0.1703 -0.8367  0.14
O1 -1.5378 1.1340 0.4207  -0.14
H3 -2.5101 1.5656 -4.0225  0.12
C1 -3.3794 -2.8944 -0.7052  -0.01
C2 -2.4917 -3.1062 3.5476  -0.02
H4 -1.8967 2.6388 2.4461  0.04
H5 0.5594 5.3663 -2.4275  0.08
C3 -0.5359 5.4858 -2.4242  -0.08
H6 -1.7165 -2.0717 -2.9061  0.13
H7 2.7633 -0.0284 -2.4683  0.13
H8 0.5647 -2.0780 -3.3509  0.12
C4 -2.1078 -2.2899 -0.1492  -0.27
H9 3.8355 -1.4583 2.7333  0.13
C5 -0.3339 2.5080 -2.4857  -0.46
H10 -3.5420 -2.6128 -1.7694  0.09
C6 1.5376 -2.1882 4.7952  -0.02
H11 -3.2537 -3.4190 4.2449  0.12
C7 2.6211 -0.9234 -1.8369  -0.19
O2 0.6643 2.3317 -3.2045  0.02
H12 -3.7512 2.5677 -5.6823  0.07
S1 0.4663 3.0143 2.6511  0.91
H13 0.4647 -0.3029 -3.2604  0.12
C8 -1.4182 2.0045 -0.4852  -0.54
I2 -1.3072 -7.1538 0.5803  -0.11
H14 -2.2132 5.1533 -3.7885  0.13
H15 -1.3216 2.5043 4.1419  0.04
N1 2.8297 0.3103 0.3839  -0.15
C9 -2.1061 2.5509 -4.3131  -0.17
C10 -2.8536 -2.9138 2.2220  0.00
H16 -0.8730 5.3237 -1.4154  0.07
C11 0.2689 -1.2439 -2.6957  -0.18
H17 1.0656 -2.0408 -1.0526  0.08
H18 2.3495 3.4876 4.1288  0.06
H19 2.9269 -0.2146 3.7328  0.11
C12 -1.2536 4.6676 -3.4492  -0.20
H20 2.7432 1.2290 -0.0357  0.12
C13 -1.1944 -2.8164 4.0141  0.02
C14 -1.1535 -1.3602 -2.2542  -0.17
Yb1 0.3706 -0.1379 0.6834  1.29
H21 4.4586 -5.2026 -1.1297  0.09
C15 1.2838 3.2458 4.2282  -0.25
C16 3.0045 -0.7064 2.7447  -0.19
O3 0.6622 1.5364 2.3494  -0.66
H22 1.5885 -3.3235 4.9379  0.13
C17 -3.1708 3.3047 -5.1523  -0.07
C18 -1.5678 3.2265 -3.0811  -0.33
H23 -3.3265 2.5602 -0.3668  0.14
N2 1.2242 -1.1916 -1.5312  -0.14
N3 -0.2991 2.0458 -1.2324  0.16
H24 -3.8592 -3.2536 1.9064  0.13
C19 3.4546 -0.6099 -0.5535  -0.21
C20 1.0756 -1.8574 3.4311  -0.30
H25 -4.2469 -2.6433 -0.0644  0.09
H26 -0.6270 6.5420 -2.7763  0.09
H27 4.9194 -6.9351 -0.9977  0.09
N4 -0.6392 -2.1967 1.7501  0.09
H28 3.1550 -1.7813 -2.3136  0.12
H29 -0.6207 4.5689 -4.3608  0.14
H30 3.3329 -6.5341 -1.5954  0.03
H31 -1.6766 -0.3732 -2.3497  0.13
H32 -3.8476 3.8666 -4.4639  0.08
H33 3.7020 -1.5065 -0.0010  0.10
H34 -0.9846 -2.9485 5.0512  0.10
H35 -2.7318 3.9927 -5.8722  0.08
H36 0.8859 -1.7373 5.5884  0.11
O4 3.6126 -6.2508 0.4395  -0.65
C21 -1.8811 -2.4750 1.3335  -0.21
H37 -3.2222 -3.9974 -0.6538  0.10
H38 1.2020 2.2918 4.7989  0.07
C22 -2.7165 3.3498 -2.0866  -0.40
H39 -1.5684 4.1407 3.4318  0.08
N5 -2.5041 2.7550 -0.8565  0.22
H40 0.7646 4.0515 4.7345  0.05
O5 -3.7349 3.9444 -2.2695  0.12
C23 3.4698 0.4275 1.7470  -0.17
H41 4.5839 0.4701 1.7646  0.12
C24 -0.2955 -2.3064 3.0741  -0.19
H42 3.1755 1.3690 2.1969  0.08
N6 -1.1657 -1.7501 -0.8239  0.03
H43 2.5779 -1.8360 4.9482  0.08
C25 -1.2772 3.0708 3.2416  -0.21
C26 4.1066 -6.2134 -0.8970  -0.24
N7 1.7064 -1.3017 2.4521  0.01



Computed, not measured: a molecular structure, C26H43N2OPdSSiTe at a distorted geometry, with ωB97M-V/def2-TZVPD.

## Properties
2S+1 = 1
LUMO level (spin up / spin down) = 2.13 / 2.05 eV
total charge = -1
HOMO energy (spin up / spin down) = -3.6 / -3.6 eV
energy relative to the best compared isomer or geometry (same formula, charge and spin) = 119.7 kJ/mol

Each line ends with the Löwdin charge.
Element x y z (Å)
C1 4.4078 -2.6296 -0.0885  -0.21
C2 -1.6485 1.2191 1.3913  -0.13
C3 -0.2670 1.9755 -2.1562  -0.62
C4 3.1905 1.7536 -1.5452  -0.11
H1 2.1888 -2.7273 1.4255  0.09
C5 2.4620 -3.0192 -1.2942  -1.05
C6 2.5312 3.6897 -0.1479  -0.10
H2 -0.5570 4.0898 -1.7111  0.05
H3 -2.3147 1.1072 0.5409  0.04
H4 -1.8133 3.5713 0.0023  0.06
H5 -0.3441 4.3246 0.6229  0.07
C7 -6.5657 -1.7794 -0.6512  -0.12
C8 1.0045 -4.1862 2.4306  -0.07
H6 4.2654 1.9085 -1.4148  0.08
H7 -0.1839 1.3568 -4.2289  0.08
H8 -4.2321 0.6931 -0.8522  0.09
C9 1.8269 -2.0167 3.4218  -0.07
C10 0.3674 1.1859 -3.3009  -0.13
H9 2.1100 4.1941 -1.0129  0.06
H10 5.0868 -2.0779 0.5434  0.10
H11 -0.3597 2.5480 3.2290  0.08
H12 1.0380 -2.0467 4.1712  0.07
H13 0.7703 1.3501 2.6060  0.07
N1 -3.3819 -3.4785 0.1248  0.13
N2 -2.4755 -1.4756 -0.2229  0.09
H14 2.0676 -0.9778 3.2077  0.05
C11 2.4251 2.1708 -0.2868  -0.61
H15 3.0198 0.7011 -1.7680  0.07
H16 -2.2073 1.6860 -3.0801  0.09
C12 1.3279 -2.7034 2.1307  -0.64
H17 -2.2886 2.1230 -1.3750  0.05
H18 -6.6660 0.3146 -1.0481  0.09
H19 2.7133 -2.5206 3.8080  0.06
H20 -3.4452 -4.4592 0.3306  0.16
O1 0.2646 -2.0571 1.5988  -0.35
C13 -1.1225 3.5954 0.8393  -0.10
H21 2.8772 2.3474 -2.4005  0.06
H22 2.0080 4.0437 0.7367  0.05
S1 3.3502 -4.5008 -1.4784  0.88
H23 -2.2441 1.5458 2.2491  0.08
H24 2.7501 -1.1509 -0.3049  0.04
Pd1 0.1832 -0.8660 -0.2696  0.35
H25 -1.2310 0.2322 1.6153  0.05
H26 1.4007 1.4657 -3.4718  0.05
Te1 0.5433 -2.7060 -2.0565  0.78
C14 -3.8318 -1.3819 -0.4249  -0.22
C15 -1.7314 1.5427 -2.1054  -0.13
C16 -4.4186 -2.6554 -0.2185  -0.21
H27 1.0604 3.0748 2.3304  0.06
C17 3.1348 1.5305 0.9116  -0.11
H28 -6.1979 -3.8608 -0.2131  0.10
H29 2.8761 2.0319 1.8379  0.06
H30 0.3350 0.1193 -3.0827  -0.02
C18 -0.5216 2.2151 1.1036  -0.61
C19 0.2959 2.3035 2.3897  -0.11
H31 0.1705 -4.2567 3.1273  0.06
C20 -4.6472 -0.2933 -0.7223  -0.02
H32 5.5042 -4.5134 -0.3347  0.04
C21 3.1620 -2.1331 -0.5351  -0.33
H33 0.8552 3.7437 -2.7037  0.06
C22 -2.2538 -2.7121 0.1118  -0.22
C23 -5.7795 -2.8734 -0.3472  -0.04
H34 2.8609 0.4811 1.0158  0.05
H35 3.5802 3.9874 -0.0626  0.08
H36 -0.7502 3.6666 -3.4144  0.08
H37 -7.6349 -1.9086 -0.7497  0.09
C24 -0.1761 3.4584 -2.5069  -0.10
H38 1.8752 -4.6702 2.8652  0.06
H39 -1.7884 0.4815 -1.8380  0.05
C25 -6.0073 -0.5112 -0.8222  -0.11
H40 -1.6761 3.9386 1.7192  0.08
H41 -1.2902 -3.0779 0.4250  0.05
C26 4.6493 -3.8921 -0.5171  -0.45
Si1 0.5534 1.4608 -0.4027  0.84
H42 0.7438 -4.7048 1.5084  0.06
H43 4.2188 1.5941 0.7930  0.08



Computed, not measured: 6 unconnected molecules or ions with the total composition C26H44BFO10 at a distorted geometry, with ωB97M-V/def2-TZVPD.

## Properties
2S+1 = 1
LUMO level = 0.56 eV
SMILES = CC[C@H](C)BCCF.O=C1CCCO1.O=C1CCCO1.O=C1CCCO1.O=C1CCCO1.O=C1CCCO1
HOMO energy = -9.6 eV

Each line ends with the Löwdin charge.
Element x y z (Å)
H1 1.0803 3.4444 -0.8688  0.12
C1 -0.7740 1.5064 1.0699  -0.47
C2 3.4782 -1.3381 -2.8830  -0.16
O1 -1.7213 0.8759 1.4462  0.11
H2 2.6815 3.9049 -4.9441  0.13
H3 2.7310 0.0970 -5.2340  0.12
O2 -1.8291 -4.3045 4.7930  0.01
H4 -4.2310 2.5445 -2.2583  0.12
O3 -3.7921 -4.9474 3.9069  0.12
H5 1.0452 -0.0261 -4.6608  0.13
C3 -3.4285 0.7414 -3.1067  -0.15
H6 3.3385 4.3411 -7.1880  0.12
H7 0.6530 3.3542 -8.2275  0.13
H8 -2.0866 -1.8248 5.8512  0.06
H9 0.9151 0.7942 6.0081  0.07
C4 1.9644 3.6070 -5.7061  -0.15
H10 4.4665 -1.3352 -3.3502  0.13
O4 -2.0689 1.1429 -3.3484  0.01
C5 -1.0024 0.8872 4.8421  -0.21
C6 2.2585 4.2425 -7.0518  -0.15
C7 -0.6472 -4.9647 5.2742  -0.17
F1 2.4347 -3.0192 5.3786  -0.08
C8 1.2676 2.5319 1.1108  -0.14
C9 2.6043 -1.7049 4.9455  -0.21
H11 -1.0794 1.7418 -1.0468  0.11
C10 0.8179 2.5324 -0.3361  -0.15
H12 1.7311 -0.4499 3.4091  0.08
H13 -3.5198 3.8821 -4.0712  0.13
O5 2.1790 1.8328 -3.0292  0.11
C11 0.4494 1.3445 5.1676  -0.11
O6 2.0622 2.1905 -5.9306  -0.01
H14 2.3077 -1.0730 5.8010  0.10
C12 2.0896 -0.1653 -4.3965  -0.08
H15 -3.0468 -1.8003 4.3152  0.07
H16 -3.7112 0.0018 -3.8602  0.13
H17 3.4721 -2.0724 -2.0785  0.12
H18 1.1784 3.5176 1.5767  0.13
C13 2.3661 -1.5722 -3.8858  -0.15
H19 1.6587 -2.2147 3.0303  0.11
C14 -2.7489 -5.2273 4.4207  -0.49
C15 -1.1052 -6.3503 5.6868  -0.16
H20 -1.2271 3.2409 -0.0774  0.14
H21 2.2810 3.1743 -8.9489  0.12
H22 3.6318 -1.5048 4.6163  0.11
C16 -2.2373 -6.6183 4.7076  -0.08
H23 0.0856 -4.9893 4.4634  0.13
O7 3.2257 -0.0321 -2.3396  0.02
H24 0.3814 2.3981 5.5178  0.07
C17 -0.6794 2.3042 -0.2060  -0.06
H25 -3.0177 -7.2373 5.1436  0.13
H26 2.6343 -2.2805 -4.6688  0.12
H27 -1.5000 -6.3215 6.7052  0.12
H28 -3.0729 -0.4226 5.4265  0.06
H29 -3.5022 0.2849 -2.1209  0.13
H30 -0.2306 -4.4032 6.1067  0.12
C18 -4.2431 2.0157 -3.2142  -0.16
C19 -2.4175 -1.2064 4.9965  -0.09
C20 2.4634 0.6827 -3.2066  -0.47
B1 0.0902 -1.5351 4.5547  -0.09
H31 1.2706 1.6964 -0.8649  0.10
C21 1.5298 -1.4539 3.8222  -0.11
O8 1.8344 0.8090 -7.6865  0.11
H32 -1.3712 1.5784 4.0566  0.10
H33 -5.2829 1.8396 -3.4863  0.12
C22 1.8831 1.9222 -7.2435  -0.48
H34 1.8149 5.2308 -7.1669  0.12
H35 0.9581 3.8305 -5.3492  0.11
C23 -3.4592 2.8111 -4.2483  -0.07
H36 -0.0226 -2.3884 5.3763  0.07
H37 -0.3090 -7.0933 5.6571  0.12
H38 1.4814 -1.9579 -3.3726  0.12
H39 -3.7697 2.5751 -5.2679  0.13
H40 -1.3936 -0.5872 3.1855  0.11
O9 0.3724 1.6262 1.7828  0.01
H41 1.1057 1.3856 4.2829  0.05
H42 2.2925 2.1813 1.2246  0.13
C24 -2.0516 2.3091 -4.0389  -0.48
H43 -1.6297 1.0665 5.7297  0.10
C25 -1.1502 -0.5631 4.2618  -0.27
H44 -1.8764 -7.0596 3.7767  0.13
C26 1.7144 3.2045 -8.0212  -0.07
O10 -1.0457 2.8190 -4.4374  0.12



The highest 2S+1 belongs to which entry? C26H43I2N7O5SYb



What is the 2S+1 in the second record? 1



Which of these has the highest 2S+1? C26H43I2N7O5SYb